This record from the Open Molecules 2025 dataset describes a structure of composition C15H18IN2O4RhS2. The level of theory is ωB97M-V/def2-TZVPD.

CARTESIAN COORDINATES (ANGSTROEM)
Rh (0.428, 0.351, 0.021)
I (-1.716, 2.441, 0.252)
C (-1.789, 2.585, -1.818)
C (-2.769, 3.310, -2.433)
C (-2.760, 3.428, -3.839)
C (-1.773, 2.838, -4.575)
C (-0.747, 2.093, -3.950)
C (0.303, 1.503, -4.701)
C (1.306, 0.815, -4.083)
C (1.300, 0.661, -2.676)
C (0.272, 1.175, -1.931)
C (-0.755, 1.938, -2.541)
H (-3.543, 3.796, -1.856)
H (-3.538, 4.000, -4.326)
H (-1.759, 2.940, -5.654)
H (0.305, 1.625, -5.777)
H (2.114, 0.390, -4.664)
H (2.122, 0.140, -2.196)
C (-2.885, -1.293, 3.381)
C (-1.660, -0.407, 3.252)
N (-0.409, -1.168, 3.328)
C (0.245, -1.668, 2.281)
S (-0.523, -1.731, 0.716)
N (1.472, -2.125, 2.464)
C (2.310, -2.821, 1.481)
C (2.095, -4.323, 1.516)
H (-3.787, -0.680, 3.341)
H (-2.883, -1.834, 4.328)
H (-2.930, -2.017, 2.569)
H (-1.616, 0.324, 4.059)
H (-1.666, 0.149, 2.317)
H (0.139, -1.027, 4.163)
H (1.921, -1.901, 3.340)
H (3.337, -2.554, 1.725)
H (2.102, -2.402, 0.503)
H (2.315, -4.743, 2.498)
H (2.755, -4.797, 0.788)
H (1.067, -4.577, 1.258)
O (3.336, 0.965, 2.590)
S (2.396, 1.189, 1.532)
O (2.486, 2.407, 0.770)
O (2.423, 0.002, 0.519)
O (0.960, 1.003, 2.031)

- Kohn-Sham gap (spin up / spin down): 8.266 / 6.533 eV
- HOMO level (spin up / spin down): -0.29771 / -0.31456 Ha
- Energy relative to the best compared isomer or geometry (same formula, charge and spin): 24.9 kcal/mol
- E_tot: -59794.4638 eV
- Multiplicity: 5
- Largest force on an atom: 0.6 eV/A

---

This record from the Open Molecules 2025 dataset describes a structure of composition C41H77Br15Hg2N4O4 at a distorted geometry. The level of theory is ωB97M-V/def2-TZVPD.

CARTESIAN COORDINATES (ANGSTROEM)
Hg (2.773, -1.956, -1.513)
Hg (-1.874, 3.204, -2.242)
C (3.928, 5.056, -6.102)
C (2.365, 5.205, -5.573)
C (1.853, 6.540, -6.072)
C (1.411, 6.555, -7.580)
C (0.359, 5.381, -7.745)
C (0.801, 3.953, -7.288)
N (1.486, 4.060, -5.897)
O (1.713, 2.833, -5.157)
C (1.802, 3.318, -8.294)
C (-0.496, 3.173, -7.191)
C (2.465, 5.356, -4.068)
H (4.513, 5.719, -5.465)
H (3.937, 5.294, -7.166)
H (4.159, 4.048, -5.757)
H (2.604, 7.311, -5.898)
H (0.989, 6.757, -5.445)
H (2.252, 6.197, -8.173)
H (0.979, 7.466, -7.994)
H (-0.058, 5.430, -8.751)
H (-0.520, 5.665, -7.167)
H (1.980, 2.289, -7.981)
H (2.786, 3.735, -8.509)
H (1.264, 3.472, -9.229)
H (-1.319, 3.609, -6.624)
H (-0.397, 2.121, -6.922)
H (-0.884, 2.917, -8.177)
H (3.112, 4.567, -3.687)
H (1.550, 5.336, -3.476)
H (3.012, 6.238, -3.733)
C (3.469, -5.995, -5.156)
C (4.993, -5.652, -5.483)
C (4.839, -4.929, -6.901)
C (6.204, -4.458, -7.328)
C (6.791, -3.508, -6.171)
C (6.871, -4.183, -4.737)
N (5.532, -4.752, -4.462)
O (5.423, -5.176, -3.023)
C (7.132, -2.952, -3.858)
C (8.110, -5.207, -4.856)
C (5.748, -6.951, -5.664)
H (2.870, -5.089, -5.075)
H (3.522, -6.455, -4.169)
H (3.186, -6.595, -6.021)
H (4.035, -4.193, -6.922)
H (4.518, -5.644, -7.658)
H (6.218, -3.924, -8.278)
H (6.784, -5.316, -7.667)
H (6.359, -2.511, -6.078)
H (7.850, -3.461, -6.427)
H (6.951, -3.122, -2.796)
H (6.482, -2.077, -3.876)
H (8.196, -2.741, -3.750)
H (8.198, -5.583, -5.876)
H (8.022, -6.067, -4.192)
H (8.986, -4.705, -4.447)
H (6.678, -6.765, -6.201)
H (5.154, -7.542, -6.361)
H (5.958, -7.588, -4.805)
C (-0.180, -0.653, 4.783)
C (0.716, -1.428, 3.759)
C (1.527, -2.499, 4.463)
C (0.603, -3.607, 5.049)
C (-0.114, -4.332, 3.818)
C (-0.983, -3.300, 2.941)
N (-0.082, -2.111, 2.645)
O (-0.606, -1.223, 1.666)
C (-2.378, -3.036, 3.751)
C (-1.185, -4.069, 1.634)
C (1.789, -0.390, 3.233)
H (0.395, 0.172, 5.203)
H (-0.517, -1.314, 5.582)
H (-1.030, -0.154, 4.319)
H (2.124, -2.100, 5.283)
H (2.172, -2.993, 3.738)
H (-0.028, -3.187, 5.832)
H (1.190, -4.350, 5.589)
H (-0.856, -5.023, 4.220)
H (0.694, -4.868, 3.320)
H (-2.227, -2.454, 4.660)
H (-2.910, -3.951, 4.011)
H (-3.059, -2.404, 3.181)
H (-0.365, -4.332, 0.965)
H (-1.928, -3.533, 1.043)
H (-1.674, -5.036, 1.755)
H (1.298, 0.498, 2.835)
H (2.414, -0.670, 2.386)
H (2.539, -0.008, 3.927)
C (-6.613, 7.716, 0.813)
C (-5.575, 6.604, 0.931)
C (-5.622, 6.022, 2.333)
C (-6.798, 4.997, 2.652)
C (-6.919, 3.967, 1.564)
C (-6.979, 4.528, 0.153)
N (-5.778, 5.415, -0.007)
O (-5.506, 5.787, -1.356)
C (-8.439, 5.070, -0.187)
C (-6.744, 3.190, -0.716)
C (-4.129, 7.197, 0.727)
H (-6.982, 7.936, -0.189)
H (-6.112, 8.640, 1.101)
H (-7.531, 7.604, 1.389)
H (-5.732, 6.831, 3.055)
H (-4.741, 5.448, 2.618)
H (-7.735, 5.533, 2.800)
H (-6.704, 4.458, 3.596)
H (-7.890, 3.515, 1.763)
H (-6.043, 3.319, 1.601)
H (-8.561, 5.937, 0.462)
H (-9.304, 4.414, -0.091)
H (-8.481, 5.444, -1.210)
H (-7.617, 2.576, -0.498)
H (-5.914, 2.523, -0.481)
H (-6.766, 3.283, -1.802)
H (-3.412, 6.576, 1.263)
H (-4.170, 8.187, 1.181)
H (-3.900, 7.523, -0.288)
C (-4.100, -9.205, 10.493)
Br (-5.790, -9.952, 11.091)
Br (-4.294, -7.355, 9.828)
Br (-3.319, -10.390, 9.107)
H (-3.392, -9.237, 11.321)
C (3.548, -8.640, 13.367)
Br (3.253, -10.026, 11.967)
Br (2.530, -8.938, 15.005)
Br (3.236, -6.905, 12.519)
H (4.620, -8.570, 13.551)
C (9.003, 4.755, 5.901)
Br (10.040, 3.302, 4.963)
Br (10.350, 6.077, 6.486)
Br (7.968, 4.045, 7.414)
H (8.254, 5.198, 5.245)
C (-4.679, 3.091, 13.077)
Br (-6.522, 3.620, 13.544)
Br (-3.466, 4.679, 12.705)
Br (-4.585, 1.806, 11.546)
H (-4.308, 2.561, 13.954)
C (-10.586, -7.016, 2.330)
Br (-9.566, -5.959, 0.973)
Br (-9.305, -7.890, 3.589)
Br (-11.852, -8.296, 1.573)
H (-11.310, -6.350, 2.800)

- Kohn-Sham gap: 1.406 eV
- HOMO level: -0.18982 Ha
- Energy relative to the best compared isomer or geometry (same formula, charge and spin): 265.9 kcal/mol
- E_tot: -1116879.9832 eV
- Largest force on an atom: 6.3 eV/A

---

This record from the Open Molecules 2025 dataset describes an isolated molecule of C2H6N4S at a distorted geometry. The level of theory is ωB97M-V/def2-TZVPD.

CARTESIAN COORDINATES (ANGSTROEM)
C (0.044, -0.061, -0.400)
C (-1.804, -0.680, 1.234)
N (0.998, -0.313, 0.662)
N (2.075, 0.201, 0.354)
N (0.779, 0.871, -1.426)
N (2.057, 0.916, -0.757)
S (-1.418, 0.774, 0.195)
H (-0.442, -0.965, -0.950)
H (-2.851, -0.513, 1.723)
H (-1.131, -0.764, 1.985)
H (-1.809, -1.622, 0.798)
H (0.960, 0.407, -2.364)
H (2.542, 1.749, -1.055)

- Kohn-Sham gap: 9.594 eV
- HOMO level: -0.32316 Ha
- Energy relative to the best compared isomer or geometry (same formula, charge and spin): 87.9 kcal/mol
- E_tot: -18963.2343 eV
- SMILES: CS[C@@H]1N=NNN1
- Largest force on an atom: 4.9 eV/A

---

This record from the Open Molecules 2025 dataset describes a cluster of 2 separate species, C4H4IO2 in total at a distorted geometry. The level of theory is ωB97M-V/def2-TZVPD.

CARTESIAN COORDINATES (ANGSTROEM)
C (0.362, -1.398, -0.832)
C (-1.168, 1.012, -0.727)
C (1.253, -1.712, 0.219)
C (-0.349, 1.580, 0.391)
O (1.492, -1.940, 1.347)
O (1.908, -0.992, -0.753)
I (-3.187, 0.558, 0.045)
H (0.159, -2.050, -1.694)
H (-0.988, 2.188, 1.213)
H (0.438, 2.100, -0.014)
H (0.080, 0.652, 0.805)

- Kohn-Sham gap (spin up / spin down): 6.162 / 6.157 eV
- Charge: -1
- HOMO level (spin up / spin down): -0.11643 / -0.11626 Ha
- Energy relative to the best compared isomer or geometry (same formula, charge and spin): 134.1 kcal/mol
- E_tot: -16403.3303 eV
- Largest force on an atom: 4.2 eV/A

---

> The lowest E_tot belongs to which entry?

C41H77Br15Hg2N4O4